No. 1
{
  "formula": "C64H55F10N",
  "method": "ωB97M-V with the def2-TZVPD basis set",
  "elements": ["C", "C", "C", "N", "C", "H", "H", "H", "H", "H", "F", "C", "C", "C", "C", "C", "C", "H", "H", "H", "H", "H", "F", "C", "C", "C", "C", "C", "C", "H", "H", "H", "H", "H", "F", "C", "C", "C", "C", "C", "C", "H", "H", "H", "H", "H", "F", "C", "C", "C", "C", "C", "C", "H", "H", "H", "H", "H", "F", "C", "C", "C", "C", "C", "C", "H", "H", "H", "H", "H", "F", "C", "C", "C", "C", "C", "C", "H", "H", "H", "H", "H", "F", "C", "C", "C", "C", "C", "C", "H", "H", "H", "H", "H", "F", "C", "C", "C", "C", "C", "C", "H", "H", "H", "H", "H", "F", "C", "C", "C", "C", "C", "C", "H", "H", "H", "H", "H", "F", "C", "C", "C", "C", "C", "C", "H", "H", "H", "H", "H"],
  "xyz": [[3.1728, 2.8525, -6.7023], [1.7204, 3.0646, -6.6635], [1.3917, 3.8334, -5.5709], [2.5675, 4.1103, -4.8802], [3.6428, 3.5123, -5.5844], [3.7120, 2.2182, -7.3774], [1.0017, 2.6763, -7.3457], [0.4587, 4.2407, -5.2334], [2.7956, 4.6693, -4.0958], [4.6491, 3.7759, -5.2481], [-2.4798, 1.0586, 5.7891], [-3.0115, 1.2703, 4.5748], [-3.7091, 0.2510, 3.9779], [-4.3374, 0.5349, 2.7641], [-4.2603, 1.7990, 2.2672], [-3.4191, 2.7734, 2.8175], [-2.7965, 2.5406, 4.0084], [-3.7672, -0.7601, 4.4739], [-4.8685, -0.2740, 2.2156], [-4.7785, 2.0538, 1.3519], [-3.3545, 3.7220, 2.3277], [-2.2466, 3.2970, 4.5262], [-1.7415, -4.6520, -5.7202], [-0.8676, -3.6175, -5.5339], [-1.2210, -2.4549, -6.2023], [-0.4304, -1.3486, -5.9384], [0.5719, -1.4162, -4.9821], [0.8767, -2.6042, -4.3358], [0.1108, -3.7869, -4.5886], [-2.0227, -2.4332, -6.9798], [-0.6751, -0.3844, -6.4148], [1.1641, -0.5582, -4.9141], [1.6569, -2.6993, -3.6410], [0.3204, -4.6782, -4.0506], [-0.9057, 5.3296, -2.7114], [0.0599, 6.1639, -3.2259], [-0.1235, 6.8010, -4.4298], [0.8541, 7.6859, -4.9187], [1.9810, 7.9479, -4.1424], [2.1312, 7.3671, -2.8847], [1.1979, 6.4130, -2.4363], [-0.9615, 6.5871, -5.0642], [0.6303, 8.2176, -5.8258], [2.6701, 8.7664, -4.4189], [2.9938, 7.5683, -2.2885], [1.2879, 6.0624, -1.3828], [0.7488, 3.1858, 4.5525], [1.1204, 2.4125, 3.5337], [1.5050, 2.9055, 2.3296], [1.7811, 2.0277, 1.2533], [1.8950, 0.6829, 1.4841], [1.6557, 0.1549, 2.7556], [1.2546, 1.0329, 3.7493], [1.5110, 4.0041, 2.2726], [2.0293, 2.4220, 0.3000], [2.2243, 0.1579, 0.6351], [1.8091, -0.8970, 3.0113], [0.9815, 0.5435, 4.6689], [4.6281, 5.1245, -2.9216], [4.7768, 3.9236, -2.3594], [3.6957, 3.1209, -2.0847], [3.8433, 1.9720, -1.3562], [5.1304, 1.5445, -1.0524], [6.2588, 2.3411, -1.4039], [6.0651, 3.5423, -2.0674], [2.7178, 3.5695, -2.2320], [3.0097, 1.3754, -1.0669], [5.2960, 0.6806, -0.3721], [7.2431, 2.0421, -1.1429], [6.8556, 4.2249, -2.2684], [1.1082, -0.6528, 7.5106], [0.5924, -1.4052, 8.4585], [0.4714, -2.7624, 8.2296], [-0.1161, -3.6269, 9.1495], [-0.6848, -3.0977, 10.2812], [-0.5713, -1.7248, 10.5372], [0.0741, -0.8720, 9.6142], [0.8323, -3.1749, 7.3033], [-0.1294, -4.6923, 8.9177], [-1.2457, -3.7210, 10.9521], [-1.0064, -1.2602, 11.4198], [0.2462, 0.2064, 9.6826], [3.7175, -2.1627, -2.0987], [3.9758, -3.0970, -1.1116], [2.8797, -3.5474, -0.3490], [3.2614, -4.5067, 0.6272], [4.5532, -4.7040, 1.0599], [5.6154, -4.1591, 0.3151], [5.3458, -3.3750, -0.8255], [1.8768, -3.2159, -0.4358], [2.5288, -4.9988, 1.2436], [4.7373, -5.3965, 1.8709], [6.6163, -4.4148, 0.5257], [6.0341, -2.8539, -1.4869], [-3.6068, -5.5415, 4.5478], [-4.3402, -4.6960, 3.7232], [-3.5842, -3.7512, 3.0845], [-4.2270, -3.0789, 2.0720], [-5.5985, -3.2826, 1.8048], [-6.3455, -4.0435, 2.6499], [-5.6870, -4.8096, 3.6665], [-2.5489, -3.5144, 3.3437], [-3.6094, -2.4197, 1.4486], [-6.0895, -2.9047, 0.9224], [-7.4003, -4.1496, 2.4579], [-6.2885, -5.5576, 4.2130], [0.2556, -2.1443, 0.2862], [-0.1745, -0.9984, -0.2240], [-1.1164, -0.2875, 0.4510], [-1.5559, 0.9342, 0.0098], [-1.1508, 1.3511, -1.2487], [-0.2947, 0.6074, -1.9989], [0.2990, -0.5638, -1.4090], [-1.5080, -0.6992, 1.3732], [-2.4047, 1.2968, 0.5697], [-1.5590, 2.2191, -1.7860], [0.0683, 0.9068, -2.9830], [1.0976, -1.0852, -1.9926], [-2.2844, -4.5076, -0.6917], [-3.3471, -3.9096, -1.3058], [-3.3401, -2.5666, -1.4698], [-4.4715, -2.0359, -1.9997], [-5.5657, -2.7344, -2.3434], [-5.5478, -4.0635, -2.2665], [-4.4254, -4.6689, -1.7082], [-2.3793, -2.0672, -1.1927], [-4.4909, -0.9143, -2.1149], [-6.4691, -2.2823, -2.6811], [-6.3292, -4.6925, -2.4957], [-4.3708, -5.7203, -1.6832]],
  "spin_multiplicity": 1,
  "orbital_gap_ev": 8.78,
  "charge": 0,
  "smiles": "c1cc[nH]c1.Fc1ccccc1.Fc1ccccc1.Fc1ccccc1.Fc1ccccc1.Fc1ccccc1.Fc1ccccc1.Fc1ccccc1.Fc1ccccc1.Fc1ccccc1.Fc1ccccc1",
  "homo_ev": -8.242
}

***

No. 2
{
  "formula": "C64H56BrF4Ge2N2PPdSi",
  "method": "ωB97M-V with the def2-TZVPD basis set",
  "elements": ["Pd", "C", "C", "C", "C", "C", "C", "N", "N", "Si", "C", "C", "C", "H", "H", "H", "H", "H", "H", "H", "H", "H", "H", "H", "H", "H", "H", "H", "F", "C", "C", "F", "C", "F", "C", "P", "C", "C", "C", "C", "C", "C", "C", "C", "C", "C", "C", "C", "C", "Br", "C", "F", "H", "H", "H", "H", "H", "H", "H", "H", "H", "H", "C", "C", "C", "C", "C", "C", "Ge", "C", "C", "C", "C", "C", "C", "C", "C", "C", "C", "C", "C", "H", "H", "H", "H", "H", "H", "H", "H", "H", "H", "H", "H", "H", "H", "H", "C", "Ge", "C", "C", "C", "C", "C", "C", "C", "C", "C", "C", "C", "C", "C", "C", "C", "C", "C", "C", "H", "H", "H", "H", "H", "H", "H", "H", "H", "H", "H", "H", "H", "H", "H", "H"],
  "xyz": [[-0.7117, -0.4385, -0.0022], [-2.8792, 2.9046, 3.3800], [-2.4714, 3.0777, 1.9456], [-2.3261, 4.3558, 1.4039], [-2.0856, 4.4637, 0.0482], [-2.0086, 3.3166, -0.7251], [-2.1435, 2.0682, -0.1122], [-2.3283, 1.9711, 1.2200], [-2.1183, 0.8653, -0.8267], [-3.2060, 0.7797, -2.1877], [-4.8505, 1.5261, -1.6506], [-3.5825, -1.0335, -2.5367], [-2.7386, 1.7025, -3.7614], [-3.8827, 3.3092, 3.5308], [-2.2079, 3.4296, 4.0600], [-2.8943, 1.8455, 3.6293], [-2.4196, 5.2300, 2.0346], [-1.9740, 5.4347, -0.4198], [-1.8736, 3.3922, -1.7969], [-5.3718, 0.8605, -0.9598], [-5.5032, 1.6733, -2.5150], [-4.7290, 2.4953, -1.1618], [-3.7099, -1.5726, -1.5921], [-2.8538, -1.5744, -3.1390], [-4.5407, -1.0828, -3.0633], [-2.9770, 2.7653, -3.6631], [-3.3401, 1.3233, -4.5940], [-1.6935, 1.6214, -4.0532], [-3.7568, -6.9215, -1.5961], [-3.3718, -5.8398, -0.9441], [-3.8963, -5.5491, 0.2991], [-4.7837, -6.3587, 0.8554], [-3.4690, -4.4124, 0.9664], [-3.9649, -4.2297, 2.1906], [-2.5554, -3.5131, 0.4274], [-2.1318, -1.9408, 1.3093], [-3.6722, -1.3272, 2.0555], [-4.2741, -1.8059, 3.2242], [-5.4172, -1.2046, 3.7173], [-5.9867, -0.1307, 3.0416], [-5.4065, 0.3384, 1.8772], [-4.2464, -0.2487, 1.3898], [-1.1306, -2.6312, 2.6986], [-0.1511, -3.5583, 2.4158], [0.8681, -3.8852, 3.3780], [0.6740, -3.4224, 4.7307], [-0.3084, -2.5216, 5.0112], [-1.1699, -2.0900, 3.9924], [-2.0021, -3.8662, -0.8110], [-0.6172, -2.8971, -1.6541], [-2.4114, -5.0011, -1.4870], [-1.8873, -5.3274, -2.6635], [-3.8815, -2.6710, 3.7384], [-5.8749, -1.5829, 4.6220], [-6.8831, 0.3363, 3.4292], [-5.8369, 1.1811, 1.3521], [-3.7503, 0.1612, 0.5213], [-0.0721, -3.9859, 1.4217], [1.2298, -4.9089, 3.3234], [1.3654, -3.7508, 5.4971], [-0.4277, -2.1292, 6.0124], [-1.8895, -1.3165, 4.2197], [0.1755, 2.2214, 5.2161], [1.0777, 2.9716, 4.4771], [1.4304, 2.5766, 3.1919], [0.8727, 1.4384, 2.6097], [-0.0762, 0.7383, 3.3461], [-0.4106, 1.1026, 4.6403], [1.6307, 0.7480, 0.9297], [3.2845, 1.7724, 0.8522], [4.4100, 1.3487, 1.5545], [5.5679, 2.1106, 1.5620], [5.6087, 3.3155, 0.8683], [4.4880, 3.7561, 0.1819], [3.3293, 2.9880, 0.1766], [2.0391, -1.1620, 1.3263], [2.1753, -2.0696, 0.2640], [2.6323, -3.3890, 0.4060], [2.8240, -3.8817, 1.6597], [2.4644, -3.0821, 2.8077], [2.2015, -1.6794, 2.5935], [-0.0835, 2.5177, 6.2247], [1.5264, 3.8600, 4.9036], [2.1692, 3.1614, 2.6595], [-0.5699, -0.1043, 2.8813], [-1.1497, 0.5364, 5.1971], [4.3999, 0.4038, 2.0906], [6.4403, 1.7688, 2.1053], [6.5135, 3.9102, 0.8690], [4.5113, 4.6947, -0.3575], [2.4643, 3.3488, -0.3671], [1.9705, -1.7256, -0.7367], [2.8255, -3.9801, -0.4793], [3.1532, -4.9021, 1.8171], [3.0345, -3.3005, 3.7056], [2.0608, -1.0503, 3.4675], [0.6533, 0.7451, -0.7966], [1.8091, 0.5754, -2.4377], [1.0150, -0.2328, -4.0232], [-0.2940, -0.6739, -4.1121], [-0.7929, -1.2235, -5.2885], [0.0261, -1.3296, -6.3990], [1.3410, -0.8780, -6.3341], [1.8283, -0.3378, -5.1573], [2.2960, 2.4031, -2.9266], [1.3093, 3.3890, -2.9248], [1.5979, 4.6933, -3.2982], [2.8872, 5.0311, -3.6889], [3.8739, 4.0566, -3.7163], [3.5776, 2.7521, -3.3416], [3.4592, -0.4893, -2.2058], [3.4979, -1.8013, -2.6911], [4.6318, -2.5898, -2.5642], [5.7685, -2.0747, -1.9535], [5.7611, -0.7684, -1.4890], [4.6205, 0.0148, -1.6197], [0.2341, 1.7509, -0.8897], [-0.9368, -0.5682, -3.2499], [-1.8213, -1.5608, -5.3404], [-0.3560, -1.7560, -7.3177], [1.9820, -0.9458, -7.2039], [2.8564, 0.0098, -5.1263], [0.2940, 3.1452, -2.6259], [0.8171, 5.4438, -3.2897], [3.1173, 6.0482, -3.9799], [4.8781, 4.3108, -4.0322], [4.3663, 2.0075, -3.3724], [2.6257, -2.2175, -3.1869], [4.6346, -3.5992, -2.9579], [6.6600, -2.6821, -1.8605], [6.6488, -0.3481, -1.0326], [4.6521, 1.0373, -1.2640]],
  "spin_multiplicity": 2,
  "orbital_gap_ev": [5.23, 4.09],
  "e_above_lowest_kj_mol": 0.00,
  "charge": 1,
  "homo_ev": [-9.583, -9.580],
  "s2": 0.7977
}